Molecular formula: C35H43NO18V
Method: DFT, ωB97M-V/def2-TZVPD

CARTESIAN COORDINATES (ANGSTROEM)
O (0.082, -0.836, -1.011)
V (1.189, -1.818, -1.546)
C (5.043, 1.925, 3.504)
C (3.883, 1.232, 2.785)
C (2.642, 2.110, 2.750)
C (1.547, 1.568, 1.858)
N (0.172, 2.086, 2.136)
C (-0.388, 1.711, 3.472)
C (-1.890, 1.904, 3.307)
C (-2.141, 1.382, 1.891)
C (-0.822, 1.459, 1.165)
C (0.125, 3.527, 1.872)
H (5.410, 2.781, 2.936)
H (5.856, 1.211, 3.645)
H (4.738, 2.269, 4.503)
H (3.653, 0.310, 3.304)
H (4.258, 1.032, 1.778)
H (2.810, 3.192, 2.699)
H (2.213, 2.082, 3.778)
H (1.487, 0.472, 1.894)
H (1.746, 1.725, 0.796)
H (0.035, 2.380, 4.221)
H (-0.120, 0.671, 3.654)
H (-2.057, 2.988, 3.311)
H (-2.536, 1.450, 4.053)
H (-2.907, 1.905, 1.331)
H (-2.504, 0.352, 1.861)
H (-0.829, 2.112, 0.299)
H (-0.492, 0.465, 0.904)
H (0.633, 3.727, 0.931)
H (0.717, 3.977, 2.678)
H (-0.867, 3.958, 1.932)
C (-3.182, -3.985, 1.193)
C (-3.568, -5.262, 0.697)
C (-2.707, -5.895, -0.320)
O (-3.080, -6.989, -0.852)
C (-1.533, -5.209, -0.759)
C (-1.134, -3.957, -0.246)
C (-1.971, -3.303, 0.817)
O (-1.618, -2.225, 1.365)
O (-0.106, -3.326, -0.645)
O (-4.525, -5.901, 1.253)
H (-3.683, -3.498, 2.030)
H (-1.026, -5.565, -1.646)
C (4.631, -3.827, 0.197)
C (5.216, -3.791, 1.500)
C (4.555, -2.935, 2.581)
O (5.008, -2.970, 3.747)
C (3.401, -2.195, 2.252)
C (2.910, -2.179, 0.935)
C (3.644, -2.945, -0.171)
O (3.149, -2.837, -1.319)
O (1.823, -1.609, 0.629)
O (6.292, -4.350, 1.729)
H (4.944, -4.504, -0.589)
H (2.881, -1.517, 2.909)
C (4.288, 0.883, -1.679)
C (4.996, 2.067, -1.300)
C (4.224, 3.272, -0.789)
O (4.816, 4.083, -0.034)
C (2.809, 3.238, -0.852)
C (2.099, 2.152, -1.415)
C (2.906, 0.855, -1.752)
O (2.260, -0.150, -2.163)
O (0.860, 2.122, -1.518)
O (6.225, 2.136, -1.416)
H (4.830, 0.014, -2.021)
H (2.250, 4.136, -0.601)
C (-0.798, -2.829, -5.132)
C (0.071, -2.296, -4.006)
O (-0.208, -1.187, -3.526)
O (0.897, -3.044, -3.399)
H (-1.691, -2.227, -5.247)
H (-0.996, -3.892, -4.996)
H (-0.181, -2.795, -6.043)
C (-5.300, -1.045, -4.375)
O (-5.136, -0.776, -3.003)
C (-3.797, -0.983, -2.591)
C (-3.640, -0.630, -1.139)
O (-4.047, 0.671, -0.742)
C (-3.508, 1.706, -1.516)
C (-4.066, 3.063, -1.049)
O (-3.030, 3.666, -0.258)
C (-3.282, 5.014, 0.036)
H (-4.555, -0.411, -4.889)
H (-6.318, -0.806, -4.660)
H (-5.013, -2.077, -4.616)
H (-3.157, -0.336, -3.214)
H (-3.474, -2.021, -2.725)
H (-2.620, -0.824, -0.797)
H (-4.249, -1.349, -0.584)
H (-3.900, 1.594, -2.542)
H (-2.414, 1.769, -1.507)
H (-4.940, 2.873, -0.417)
H (-4.237, 3.678, -1.936)
H (-3.569, 5.598, -0.847)
H (-2.361, 5.417, 0.465)
H (-4.053, 5.134, 0.818)

Output
- F_max (hartree/bohr) = 0.078
- spin multiplicity = 2
- E_tot (eV) = -101018.75989
- charge = -4
- HOMO (spin up / spin down) (eV) = 2.5794 / 2.5735

Molecular formula: C35H44BCsN10O7
Method: DFT, ωB97M-V/def2-TZVPD

CARTESIAN COORDINATES (ANGSTROEM)
Cs (1.488, 0.663, 1.013)
N (-1.309, 0.896, -2.539)
C (-1.244, 2.300, -2.997)
C (0.096, 3.045, -2.758)
O (0.154, 4.211, -3.277)
N (1.010, 2.399, -2.065)
C (2.276, 3.097, -1.842)
C (3.191, 2.219, -0.973)
O (3.969, 1.392, -1.555)
O (3.081, 2.373, 0.299)
H (-1.917, 0.801, -1.737)
H (-0.368, 0.732, -2.176)
H (-2.036, 2.895, -2.534)
H (-1.410, 2.361, -4.073)
H (2.129, 4.054, -1.324)
H (2.819, 3.302, -2.772)
C (0.622, -0.899, -4.748)
N (-0.356, -1.977, -4.772)
C (-1.384, -1.936, -5.786)
C (-2.231, -3.130, -5.398)
N (-2.053, -3.202, -3.951)
C (-2.332, -4.498, -3.371)
C (-0.875, -2.508, -3.588)
N (-0.358, -2.328, -2.441)
C (-0.901, -2.919, -1.224)
C (-2.376, -2.573, -0.961)
N (-2.546, -1.437, -0.065)
C (-3.701, -0.970, 0.203)
N (-4.951, -1.356, -0.285)
C (-5.245, -2.748, -0.563)
C (-5.998, -0.609, 0.402)
C (-5.269, 0.635, 0.875)
N (-3.923, 0.134, 1.031)
C (-2.837, 1.063, 1.298)
H (1.224, -0.939, -5.660)
H (1.264, -1.035, -3.888)
H (0.145, 0.076, -4.667)
H (-0.957, -2.030, -6.781)
H (-1.958, -1.004, -5.739)
H (-1.863, -4.042, -5.884)
H (-3.282, -3.006, -5.656)
H (-3.354, -4.784, -3.617)
H (-2.240, -4.479, -2.287)
H (-1.658, -5.275, -3.761)
H (-0.312, -2.549, -0.389)
H (-0.780, -4.011, -1.222)
H (-2.864, -3.465, -0.552)
H (-2.834, -2.361, -1.931)
H (-4.534, -3.169, -1.268)
H (-6.234, -2.803, -1.009)
H (-5.247, -3.367, 0.348)
H (-6.400, -1.176, 1.250)
H (-6.816, -0.384, -0.278)
H (-5.654, 1.016, 1.818)
H (-5.321, 1.439, 0.133)
H (-2.982, 1.557, 2.258)
H (-2.743, 1.824, 0.515)
H (-1.943, 0.469, 1.343)
O (-4.374, -1.420, 6.385)
C (-3.495, -2.417, 6.500)
O (-3.626, -3.189, 7.384)
C (-2.382, -2.477, 5.487)
C (-1.257, -3.219, 5.801)
C (-0.173, -3.269, 4.936)
C (-0.211, -2.584, 3.732)
C (-1.360, -1.896, 3.394)
C (-2.435, -1.831, 4.269)
N (0.837, -2.495, 2.760)
C (1.977, -2.914, 2.932)
C (3.030, -2.732, 1.875)
C (4.306, -3.207, 2.064)
C (5.283, -2.962, 1.094)
C (4.939, -2.255, -0.031)
C (3.616, -1.841, -0.147)
N (2.689, -2.078, 0.777)
H (-4.073, -0.790, 5.718)
H (-1.237, -3.742, 6.749)
H (0.704, -3.846, 5.212)
H (-1.402, -1.399, 2.423)
H (-3.321, -1.290, 3.946)
H (2.298, -3.392, 3.857)
H (4.543, -3.753, 2.972)
H (6.296, -3.309, 1.237)
H (5.659, -2.009, -0.803)
H (3.300, -1.277, -1.021)
O (-1.216, 3.182, 3.668)
B (-0.545, 1.906, 3.956)
O (-1.522, 1.245, 4.859)
C (-2.610, 2.063, 5.039)
C (-3.744, 1.860, 5.801)
C (-4.721, 2.873, 5.813)
C (-4.538, 4.039, 5.082)
C (-3.371, 4.236, 4.317)
C (-2.427, 3.230, 4.312)
H (-3.867, 0.958, 6.398)
H (-5.623, 2.747, 6.410)
H (-5.301, 4.812, 5.107)
H (-3.205, 5.147, 3.749)

Output
- F_max (hartree/bohr) = 0.060
- spin multiplicity = 1
- E_tot (eV) = -67468.06648
- charge = -2
- HOMO (eV) = -1.3681

Molecular formula: C35H44ClIN2OP2Sn
Method: DFT, ωB97M-V/def2-TZVPD

CARTESIAN COORDINATES (ANGSTROEM)
Sn (-0.043, -0.651, -0.187)
C (-3.677, -1.776, 0.410)
C (-3.590, -1.143, -0.983)
C (-4.951, -0.657, -1.500)
P (-2.288, 0.133, -1.027)
C (-2.022, 0.828, -2.698)
C (-1.990, -0.282, -3.745)
C (-3.049, 1.919, -3.020)
C (-2.409, 1.358, 0.241)
C (-3.580, 1.638, 0.967)
C (-3.566, 2.546, 2.001)
C (-4.802, 2.877, 2.789)
C (-2.339, 3.154, 2.318)
C (-1.174, 2.876, 1.644)
C (-1.180, 1.965, 0.577)
N (-0.054, 1.512, -0.101)
C (1.145, 2.211, -0.170)
C (1.183, 3.614, -0.184)
C (2.378, 4.294, -0.257)
C (3.612, 3.634, -0.334)
C (4.899, 4.404, -0.419)
C (3.584, 2.257, -0.373)
C (2.377, 1.535, -0.311)
P (2.428, -0.240, -0.411)
C (2.970, -0.842, -2.061)
C (1.785, -0.799, -3.027)
C (4.156, -0.066, -2.640)
C (3.376, -1.021, 0.947)
C (4.878, -1.121, 0.676)
C (3.083, -0.295, 2.263)
H (-4.301, -2.668, 0.351)
H (-4.123, -1.100, 1.137)
H (-2.701, -2.077, 0.796)
H (-3.213, -1.902, -1.678)
H (-5.700, -1.418, -1.281)
H (-4.944, -0.504, -2.578)
H (-5.275, 0.270, -1.029)
H (-1.039, 1.300, -2.614)
H (-2.971, -0.742, -3.873)
H (-1.273, -1.071, -3.504)
H (-1.701, 0.139, -4.708)
H (-4.055, 1.515, -3.122)
H (-2.782, 2.382, -3.970)
H (-3.063, 2.698, -2.258)
H (-4.512, 1.155, 0.705)
H (-5.690, 2.430, 2.344)
H (-4.956, 3.955, 2.840)
H (-4.717, 2.510, 3.813)
H (-2.312, 3.860, 3.140)
H (-0.246, 3.338, 1.949)
H (0.253, 4.164, -0.139)
H (2.361, 5.378, -0.261)
H (4.888, 5.262, 0.253)
H (5.061, 4.782, -1.430)
H (5.753, 3.781, -0.154)
H (4.523, 1.722, -0.461)
H (3.261, -1.884, -1.888)
H (1.347, 0.203, -3.076)
H (1.003, -1.517, -2.755)
H (2.110, -1.059, -4.035)
H (3.885, 0.974, -2.825)
H (4.440, -0.513, -3.593)
H (5.032, -0.082, -1.994)
H (2.968, -2.039, 0.994)
H (5.351, -0.138, 0.690)
H (5.112, -1.616, -0.266)
H (5.330, -1.711, 1.474)
H (3.557, 0.688, 2.265)
H (3.502, -0.872, 3.087)
H (2.018, -0.155, 2.449)
Cl (-0.363, -6.047, 4.234)
C (-0.356, -4.480, 3.516)
C (-0.528, -3.370, 4.290)
C (-0.530, -2.073, 3.727)
I (-0.806, -0.421, 4.942)
C (-0.349, -1.894, 2.379)
O (-0.345, -0.687, 1.800)
C (-0.164, -3.052, 1.573)
N (0.010, -2.847, 0.231)
C (0.168, -3.876, -0.585)
C (0.172, -5.192, -0.122)
C (0.006, -5.427, 1.221)
C (-0.169, -4.353, 2.114)
H (-0.670, -3.483, 5.356)
H (0.296, -3.658, -1.639)
H (0.304, -6.003, -0.823)
H (0.005, -6.438, 1.606)

Output
- F_max (hartree/bohr) = 0.020
- spin multiplicity = 1
- E_tot (eV) = -87057.98751
- charge = +2
- HOMO (eV) = -12.5231